# 1
Below is C3H3Li2O3 as an isolated structure at a distorted geometry, with properties calculated with ωB97M-V/def2-TZVPD.

Charge: 0
E_HOMO (spin up / spin down) in eV: -4.8923 / -8.1793
Expectation value of S²: 0.753
LUMO level (spin up / spin down) in eV: -0.85 / -0.89
Energy above the lowest of the compared OMol25 structures with the same formula, charge and spin in kJ/mol: 0.0
Multiplicity: 2

Geometry as XYZ:
```
11
Properties=species:S:1:pos:R:3:forces:R:3
C -2.02476 -1.07360 0.24325 0.00 -0.19 -0.29
C -0.65763 -0.94632 0.80128 -0.65 -0.29 0.76
O 0.08258 -0.00570 -0.10158 0.05 0.20 -0.99
C 1.35795 0.35728 0.16489 0.03 0.79 0.64
O 1.64905 0.35243 1.38220 0.92 -0.10 0.00
O -2.70343 0.03217 0.00199 0.55 0.26 -0.01
H -2.30415 -2.00251 -0.27948 0.06 0.28 0.21
H -0.09800 -1.88778 0.83178 -0.14 0.17 -0.10
H -0.66651 -0.51580 1.81654 0.14 0.08 -0.42
Li -1.43612 1.26410 -0.49089 -0.20 -0.80 0.18
Li 3.19701 1.09500 0.61228 -0.76 -0.40 0.01
```
Positions in Å, forces in eV/Å.

***

# 2
Below is C4H9N3O as an isolated structure at a distorted geometry, with properties calculated with ωB97M-V/def2-TZVPD.

Charge: 0
E_HOMO in eV: -7.4322
LUMO level in eV: 0.41
Energy above the lowest of the compared OMol25 structures with the same formula, charge and spin in kJ/mol: 325.3

Geometry as XYZ:
```
17
Properties=species:S:1:pos:R:3:forces:R:3
C 0.32239 -0.40226 1.37572 -0.43 -0.21 0.24
C 0.96070 0.64388 -0.10191 -1.29 0.59 -1.33
C -0.67460 -0.63338 0.38246 0.79 -0.65 0.27
N 1.72248 -0.12505 -1.02985 -0.03 -0.08 0.20
N -0.92008 -1.86020 -0.09471 0.09 0.38 0.02
N -1.39371 1.73432 0.08109 -0.20 -0.03 -0.08
C -0.84290 0.53395 -0.47603 1.15 0.65 0.24
O 1.31049 1.78943 0.19825 -0.12 -0.63 0.36
H 1.53623 -1.11933 -1.01050 0.02 0.07 0.05
H 2.70829 0.05533 -0.87876 -0.06 -0.05 0.04
H -1.43917 -1.98316 -0.95144 0.09 0.03 0.12
H -0.54185 -2.67870 0.35754 -0.10 0.11 -0.01
H -0.62997 2.35457 0.36874 0.08 -0.17 -0.14
H -1.95148 2.22790 -0.60453 0.05 -0.10 0.09
H 0.15780 0.42428 2.05682 0.02 0.06 -0.17
H 0.80893 -1.26369 1.82921 -0.07 -0.02 -0.01
H -1.13354 0.30208 -1.50212 0.00 0.04 0.10
```
Positions in Å, forces in eV/Å.

***

# 3
Below is a 9-piece molecular cluster, C36H67FN2O27P overall at a distorted geometry, with properties calculated with ωB97M-V/def2-TZVPD.

Charge: +1
E_HOMO in eV: -11.1839
LUMO level in eV: -4.45

Geometry as XYZ:
```
134
Properties=species:S:1:pos:R:3:forces:R:3
C 6.32786 2.48184 -0.63945 -1.06 -1.17 1.14
C 5.04928 1.49932 -0.62078 -0.49 -1.32 -4.51
O 4.67372 0.92908 -1.68744 1.31 1.83 4.25
N 4.29545 1.17235 0.61161 -1.01 0.18 -0.83
C 3.84512 2.37283 1.37160 -1.76 3.90 1.69
C 4.25532 2.40234 2.94412 1.35 -0.97 -1.07
O 3.22270 3.35299 0.88549 2.65 -4.32 0.99
C 3.20933 0.21243 0.36286 -0.82 -1.00 -1.21
N 3.31833 -1.04418 0.78623 -0.45 1.05 -0.25
C 4.37993 -1.74884 1.56121 0.73 0.03 1.56
C 5.86633 -1.49558 1.03570 2.52 0.15 -3.25
O 6.31679 -1.80900 -0.07120 -2.38 1.17 4.79
F 6.76248 -0.78662 1.92157 -2.58 -1.58 -1.37
C 2.15871 -1.90481 0.41132 0.53 -2.76 -3.12
C 1.24478 -1.13153 -0.66592 0.06 1.10 2.73
C 1.79500 0.39112 -0.38154 1.01 -0.57 -0.18
P 0.51144 1.03466 0.87216 -1.60 0.11 -0.06
C -0.00484 2.82367 0.54790 0.41 1.01 0.07
C 1.01956 0.73436 2.67367 0.24 0.44 0.78
H 6.88466 2.29680 -1.61901 -0.99 0.26 1.48
H 6.96828 2.17659 0.27608 -0.89 0.86 -1.53
H 5.92768 3.54617 -0.55808 0.86 -1.51 -0.15
H 3.46675 1.92316 3.61600 0.92 0.84 -1.04
H 5.20956 1.75330 3.01847 -1.52 0.95 0.02
H 4.55712 3.45441 3.27799 -0.86 -1.49 -0.61
H 4.14844 -2.87445 1.49196 0.57 1.84 -0.05
H 4.27867 -1.44316 2.66875 0.35 -0.45 -1.74
H 1.67366 -2.51320 1.24724 0.56 1.63 -0.68
H 2.64276 -2.73823 -0.23070 -0.51 1.06 1.16
H 1.23482 -1.49104 -1.75128 0.45 0.44 1.79
H 0.20860 -1.14119 -0.16447 1.32 -0.05 -1.53
H 1.79862 0.99005 -1.35896 0.38 -0.51 1.79
H -0.89624 2.82290 -0.16654 1.21 -0.24 1.06
H -0.34382 3.29340 1.53805 0.48 -0.72 -1.37
H 0.80008 3.49021 0.08554 -0.96 -0.93 0.78
H 1.27316 1.75520 3.15242 -0.33 -1.80 -0.43
H 1.87369 -0.02403 2.81316 -1.16 1.26 -0.26
H 0.10203 0.25580 3.19278 1.52 0.97 -0.88
C 1.81070 5.25376 3.33962 0.16 0.06 -0.27
O 1.18522 5.11602 4.61360 -0.18 0.06 0.11
C 0.29304 6.08377 4.89712 -0.22 0.17 0.27
O 0.00335 7.01044 4.18165 0.20 -0.51 0.23
O -0.21672 5.83572 6.11448 0.36 -0.11 -0.53
C -1.18551 6.79016 6.54935 -0.39 0.34 0.25
H 2.50649 4.42357 3.21718 -0.21 0.04 0.24
H 1.06933 5.20322 2.53860 0.08 0.18 0.06
H 2.37528 6.18764 3.28565 -0.20 -0.02 -0.08
H -2.04556 6.80057 5.87615 0.19 0.10 -0.02
H -0.74045 7.78482 6.62324 -0.08 -0.11 -0.17
H -1.52706 6.49067 7.54080 0.23 -0.18 -0.15
C 1.01411 -0.63263 7.23161 0.13 0.43 0.03
O 0.50008 -1.93072 7.52294 -0.11 -0.35 -0.50
C 0.22562 -2.67280 6.43819 -0.11 -0.23 0.54
O 0.37739 -2.33190 5.28654 0.01 -0.04 0.23
O -0.24635 -3.85807 6.85454 0.25 0.63 -0.17
C -0.58393 -4.75988 5.80092 -0.17 -0.39 -0.28
H 1.19820 -0.12635 8.17961 -0.12 -0.29 -0.01
H 1.95999 -0.70528 6.68939 -0.16 -0.01 -0.06
H 0.28640 -0.04824 6.66357 0.13 -0.12 -0.05
H 0.29729 -4.99939 5.20127 -0.12 0.14 -0.01
H -1.37593 -4.34275 5.17492 0.19 0.00 0.00
H -0.95243 -5.68020 6.25499 0.09 0.25 0.18
C -2.85925 -2.24776 3.77159 0.27 0.26 0.17
O -3.53694 -3.20572 2.96148 -0.28 -0.08 -0.08
C -4.87946 -3.11833 3.00808 -0.23 -0.08 -0.07
O -5.51541 -2.32468 3.65604 0.39 -0.34 -0.29
O -5.38462 -4.06951 2.20548 0.41 0.31 0.26
C -6.81128 -4.09750 2.15310 -0.57 -0.09 -0.08
H -1.78652 -2.41085 3.65648 -0.17 -0.19 -0.12
H -3.09087 -1.23175 3.44291 -0.14 -0.10 0.16
H -3.11743 -2.38174 4.82484 -0.10 0.14 -0.12
H -7.20106 -3.15610 1.75963 0.06 -0.05 0.20
H -7.22922 -4.30662 3.14025 0.07 0.18 -0.09
H -7.10441 -4.90177 1.47706 0.32 0.04 0.05
C -6.58956 -6.48722 -3.64726 -0.42 -0.23 -0.28
O -5.49119 -5.72324 -3.14937 0.30 0.00 0.43
C -5.02444 -6.13685 -1.95905 -0.05 0.01 -0.09
O -5.44869 -7.06368 -1.31344 0.21 0.44 -0.25
O -4.00079 -5.33605 -1.61378 -0.27 -0.13 -0.25
C -3.40059 -5.65948 -0.36076 0.17 -0.12 0.44
H -6.88094 -6.06424 -4.60946 0.26 0.13 0.14
H -6.29650 -7.52793 -3.80203 -0.07 0.10 0.18
H -7.44308 -6.42262 -2.96866 0.17 -0.13 0.01
H -2.97891 -6.66710 -0.38367 -0.19 0.05 0.03
H -4.12488 -5.56178 0.45076 0.08 -0.13 -0.11
H -2.58981 -4.95097 -0.18521 -0.18 0.06 -0.26
C -6.18769 3.51294 -0.93757 -0.46 -0.20 0.02
O -4.82728 3.92248 -1.07362 0.28 0.39 0.06
C -4.61835 5.22885 -0.83306 -0.09 -0.01 -0.02
O -5.45961 6.03618 -0.52580 0.43 -0.38 -0.14
O -3.30643 5.47743 -0.99513 -0.30 -0.27 0.03
C -2.93557 6.83718 -0.76991 0.16 0.45 0.06
H -6.23782 2.44512 -1.15389 0.28 0.14 -0.02
H -6.53888 3.67543 0.08388 0.00 0.14 -0.16
H -6.82238 4.04049 -1.65296 0.06 0.06 0.20
H -3.15702 7.13207 0.25826 -0.13 0.01 -0.17
H -3.44076 7.49704 -1.47863 -0.06 -0.07 0.19
H -1.85952 6.92018 -0.92837 -0.13 -0.28 -0.04
C 9.54364 7.62662 2.80240 0.34 0.37 0.29
O 8.88444 6.65416 1.99092 -0.65 -0.19 -0.14
C 7.54427 6.71845 2.03323 0.39 0.24 0.14
O 6.89098 7.50134 2.67729 0.17 -0.46 -0.33
O 7.05501 5.75444 1.23007 0.10 0.02 0.10
C 5.63182 5.70574 1.17776 -0.26 0.12 -0.01
H 10.61852 7.48099 2.69039 -0.21 -0.20 -0.17
H 9.29553 8.63724 2.47092 -0.11 -0.14 0.13
H 9.28426 7.49029 3.85463 -0.11 0.10 -0.15
H 5.22753 6.63987 0.78162 0.00 -0.06 0.21
H 5.21680 5.49313 2.16615 0.00 0.21 -0.06
H 5.34927 4.89690 0.50547 0.20 0.19 0.11
C -4.54240 -6.69611 -10.03236 0.07 -0.22 -0.43
O -4.99844 -6.14926 -8.79582 0.31 0.24 0.37
C -4.02421 -5.63208 -8.02875 -0.35 -0.05 0.10
O -2.84732 -5.59997 -8.30083 -0.88 -0.32 0.21
O -4.58606 -5.15620 -6.90597 0.10 -0.25 -0.49
C -3.65893 -4.57201 -5.99062 0.27 0.32 0.41
H -5.41090 -7.08304 -10.56641 -0.04 0.14 0.28
H -4.07524 -5.92310 -10.64684 0.08 -0.11 0.14
H -3.84899 -7.52165 -9.85642 0.04 0.20 -0.01
H -3.15634 -3.71475 -6.44482 0.09 -0.22 -0.03
H -2.93056 -5.31334 -5.65410 0.00 0.12 -0.16
H -4.21982 -4.22272 -5.12291 -0.16 -0.19 -0.22
C 2.10143 -1.18656 -7.30841 0.18 0.20 0.23
O 1.60816 -1.86432 -8.46072 -0.28 -0.18 0.07
C 0.46938 -2.55023 -8.25277 -0.14 -0.23 -0.43
O -0.13207 -2.62575 -7.20691 0.29 0.11 -0.31
O 0.11994 -3.13427 -9.40864 0.39 0.53 0.43
C -1.08254 -3.90439 -9.33812 -0.13 -0.29 -0.01
H 3.01885 -0.66968 -7.59266 -0.15 -0.16 -0.22
H 1.38012 -0.44371 -6.95973 0.01 -0.19 0.05
H 2.33788 -1.89857 -6.51406 -0.17 0.08 -0.03
H -1.93067 -3.27028 -9.07108 0.16 -0.10 0.14
H -0.97398 -4.72252 -8.62827 0.04 0.38 -0.07
H -1.26654 -4.32787 -10.32628 0.26 0.18 0.04
```
Positions in Å, forces in eV/Å.

***

# 4
Below is a 2-piece molecular cluster, C11H13NO2P overall at a distorted geometry, with properties calculated with ωB97M-V/def2-TZVPD.

Charge: -1
E_HOMO in eV: -5.3529
LUMO level in eV: 3.09
Energy above the lowest of the compared OMol25 structures with the same formula, charge and spin in kJ/mol: 24.5

Geometry as XYZ:
```
28
Properties=species:S:1:pos:R:3:forces:R:3
C -4.23739 -2.10768 1.57918 4.07 1.15 0.34
C 1.72369 -0.17695 1.61177 1.74 1.18 1.71
C 1.85575 1.16452 1.16371 -1.11 -2.58 -0.53
C 1.08623 -1.11124 0.82218 0.44 2.05 -0.98
C 1.45862 1.51419 -0.13861 1.42 1.06 1.03
C 0.91605 0.57673 -1.01538 0.21 -1.29 2.22
C 0.67629 -0.71528 -0.44206 -0.75 0.56 -1.78
C 1.91272 2.88842 -0.61292 -0.64 0.34 -0.57
C 0.62450 0.98202 -2.42674 -1.02 -1.55 1.19
C -2.25352 -0.71961 2.03004 0.22 -1.34 -0.48
C -2.80734 -1.83496 1.58251 1.02 -1.78 -1.51
N -5.32537 -2.13107 1.29477 -3.62 -0.53 -0.39
O 0.08532 -2.13108 -2.74197 -0.22 0.45 -1.00
O -0.69325 -2.99277 -0.49608 -1.29 -0.21 0.74
P -0.47196 -1.83095 -1.39984 2.03 0.35 0.65
H 2.30193 -0.40040 2.59918 -1.57 0.08 -1.62
H 2.19505 1.85163 1.89040 0.67 0.97 0.24
H 0.84827 -2.08851 1.07424 -0.19 -1.72 0.75
H 2.08005 3.68458 0.11477 1.21 -0.84 0.87
H 2.73594 2.77150 -1.36438 -0.72 0.52 0.64
H 1.08538 3.46768 -1.00155 -0.53 -0.38 -1.43
H 0.20567 0.09373 -2.98543 -0.21 1.50 0.39
H 0.14036 1.94859 -2.26999 -0.59 -0.25 -1.16
H 1.57619 1.14050 -2.82134 1.65 0.60 -1.16
H -1.22383 -0.44970 1.92429 0.43 -0.24 -0.26
H -1.44060 -0.76352 -1.44719 -0.56 -0.85 -0.15
H -2.86355 -0.07025 2.53084 -1.39 1.89 1.31
H -2.19119 -2.56012 0.94558 -0.72 0.86 0.92
```
Positions in Å, forces in eV/Å.

***

# 5
Below is a 7-piece molecular cluster, C14H28Cl14 overall at a distorted geometry, with properties calculated with ωB97M-V/def2-TZVPD.

Charge: +1
E_HOMO (spin up / spin down) in eV: -12.0390 / -12.0388
Expectation value of S²: 0.754
LUMO level (spin up / spin down) in eV: -2.60 / -10.38
Energy above the lowest of the compared OMol25 structures with the same formula, charge and spin in kJ/mol: 36.4
Multiplicity: 2

Geometry as XYZ:
```
56
Properties=species:S:1:pos:R:3:forces:R:3
Cl -0.87561 -1.40620 1.27658 -0.10 -0.21 -0.23
C -0.07673 -0.06810 0.45492 -0.12 0.91 -0.53
C 0.92625 -0.52537 -0.58313 0.32 -1.09 0.70
Cl 1.91054 0.87459 -1.03932 0.28 0.04 -0.41
H 0.35906 0.57640 1.21834 0.25 -0.31 -0.12
H -0.77259 0.56272 -0.09822 -0.54 -0.17 0.34
H 0.48643 -0.98607 -1.46768 -0.26 0.43 0.05
H 1.56212 -1.29687 -0.14889 0.32 0.23 0.08
Cl 4.95461 -1.53210 1.72213 0.21 -0.11 -0.46
C 4.85032 -3.20867 2.29411 -1.04 -0.57 0.74
C 3.93574 -4.11648 1.46826 0.44 -0.41 0.20
Cl 2.27101 -3.57556 1.32613 -0.71 0.89 -0.34
H 4.41380 -3.11583 3.28857 0.03 -0.06 -0.01
H 5.82751 -3.67079 2.43428 0.08 0.25 -0.41
H 3.72889 -5.05537 1.98187 0.99 -0.11 0.08
H 4.32726 -4.32105 0.47179 -0.01 0.08 0.10
Cl 3.84809 -2.56692 -4.75785 -0.55 -0.36 -1.23
C 4.22660 -1.53379 -3.42905 0.81 -0.30 0.87
C 4.17959 -2.38161 -2.17339 -0.25 0.29 1.20
Cl 5.33726 -3.74994 -2.13006 -0.16 0.37 -0.74
H 3.53135 -0.69809 -3.50857 -0.43 0.11 0.44
H 5.19706 -1.08090 -3.63204 0.24 -0.15 0.04
H 3.19549 -2.81115 -1.98596 -0.02 0.05 -0.28
H 4.43308 -1.82155 -1.27329 -0.05 0.39 -0.17
Cl 0.96332 -0.39480 -5.39046 -0.04 -0.14 0.12
C -0.51638 -1.33177 -5.69219 -0.70 -1.59 0.31
C -0.86173 -2.30853 -4.52771 0.17 0.04 -1.10
Cl -1.60854 -1.48166 -3.17473 0.12 0.21 0.40
H -0.37066 -1.89385 -6.61465 0.39 -0.09 0.06
H -1.37671 -0.70468 -5.92602 0.28 0.56 0.39
H -0.00494 -2.91730 -4.23894 0.20 0.44 0.29
H -1.58411 -3.05697 -4.85343 -0.15 0.29 -0.40
Cl -5.72851 3.38996 1.69446 0.07 0.27 -0.27
C -4.22990 3.44528 0.72497 0.60 0.52 0.49
C -3.53493 2.11614 0.79787 0.29 0.89 0.24
Cl -4.42495 0.95796 -0.11982 -0.43 -1.34 -0.61
H -3.53025 4.13807 1.19253 -0.30 0.33 0.18
H -4.42289 3.80996 -0.28393 -0.24 -0.30 0.09
H -3.48822 1.83682 1.85044 0.21 -0.26 -0.14
H -2.52806 2.21641 0.39259 0.02 -0.09 0.04
Cl -6.44131 -1.05657 2.81274 0.83 0.40 0.33
C -5.10391 -0.00032 3.46106 0.39 0.03 -0.21
C -3.75022 -0.74272 3.50439 -0.66 -0.76 0.61
Cl -2.54475 0.10538 4.54758 -0.32 0.14 -0.52
H -5.37056 0.31930 4.46845 -0.09 -0.28 -0.06
H -5.09242 0.89678 2.84204 0.03 -0.24 -0.05
H -3.28233 -1.02491 2.56123 -0.21 0.64 -0.12
H -3.91164 -1.68960 4.01962 -0.10 0.05 0.03
Cl 0.36335 3.25614 1.69725 -0.24 0.41 -0.20
C 0.30279 4.96278 1.11149 -0.10 0.44 0.79
C -0.21917 5.94216 2.25074 0.23 -0.81 -1.42
Cl 0.80546 5.87247 3.65036 1.06 0.00 0.85
H -0.23759 4.98266 0.16507 -0.64 0.04 0.42
H 1.31935 5.19267 0.79235 0.08 0.22 0.58
H -1.18708 5.70385 2.69172 -0.21 -0.10 -0.89
H -0.17964 6.96765 1.88343 -0.23 -0.13 -0.13
```
Positions in Å, forces in eV/Å.